No. 1
A 3-piece molecular cluster, C15H28BF3N5O9 overall at a distorted geometry. Source: the Open Molecules 2025 dataset; level of theory: ωB97M-V with the def2-TZVPD basis set.

```
61
Properties=species:S:1:pos:R:3
B -4.0049 -3.3277 1.3115
H 1.7709 6.7700 4.1687
C -0.3259 -2.5750 0.3186
F 0.3694 -6.3649 5.2961
N 0.5814 -1.7831 -0.3408
H -4.2888 -3.4671 3.4108
O -1.3237 -5.6453 3.7891
C -0.1072 6.6468 2.3893
H 0.9027 0.8292 1.0963
C 2.5351 -0.8026 -7.8447
H 1.0917 0.0122 -1.6364
H -1.7409 7.6024 0.4968
O -0.0648 5.9758 3.5671
O 3.7883 -2.4480 -5.5258
H 2.1408 -3.2578 -2.2755
H -1.7971 6.0217 -0.3090
H -1.7687 1.7696 -0.9728
C -0.0373 0.6704 0.2809
F 0.4866 -4.1066 4.5386
H 0.0104 8.5732 4.4756
H 2.7212 -1.8801 -7.7923
H 0.7890 -4.2954 1.1272
H 3.0122 1.0066 -6.7962
C -1.1897 6.6728 0.3262
O -0.9713 6.0039 1.5662
H 1.6097 -2.0554 -0.3788
C 0.2128 -0.4924 -1.0480
H -1.1027 -6.6072 1.7814
C -1.6128 -5.6932 2.3520
O -4.8513 -2.8171 0.1781
C 3.1963 -0.0686 -6.6908
H 0.7472 8.1458 6.0293
H 4.2830 -0.2110 -6.6878
H 0.9146 5.7738 5.3448
H -0.8626 7.5257 5.5847
H -0.2447 6.8725 -0.1904
H 1.4489 -0.6677 -7.8148
H -0.8118 -0.5151 -1.6123
H -4.7437 -1.8260 0.0814
C 0.1043 -5.4966 4.0879
N -4.7510 -3.8255 2.5351
C -2.3728 -3.3579 1.1197
H 3.6726 -3.4110 -3.1576
O 2.6317 -0.4632 -5.4340
C 0.7792 6.5436 4.5767
H 2.9130 -0.4376 -8.8031
N -0.1656 -3.8783 1.0695
H -1.1927 2.7936 0.7237
H -5.7651 -3.5146 2.4908
H 2.1304 -3.9681 -3.9024
H -2.7837 -5.9080 2.2586
O 0.5059 7.6707 2.1223
C 3.0143 -1.6796 -4.9724
O 2.3671 -1.9125 -3.8044
C 2.6010 -3.2121 -3.2667
N -1.3577 -4.4128 1.5913
N -1.7923 -2.2000 0.3392
C -0.9532 2.0735 -0.1739
F 1.0323 -5.9771 3.0405
O -1.5158 0.8415 0.7590
C 0.1360 7.7674 5.2060
```

## Properties
max |F|	8.0	eV/Å
charge	+1
HOMO-LUMO gap	7.94	eV
HOMO	-12.362	eV
electronic energy	-50701.0600	eV
LUMO level	-4.426	eV



No. 2
C16H19AgN2O3S2 as an isolated structure at a distorted geometry. Source: the Open Molecules 2025 dataset; level of theory: ωB97M-V with the def2-TZVPD basis set.

```
43
Properties=species:S:1:pos:R:3
H -4.9732 0.9020 -3.4990
C -1.5364 0.6499 5.5786
O -1.8757 -0.4908 -0.7097
C -2.6754 1.9020 3.3952
H -4.5664 1.3489 4.2429
C -2.9788 1.9173 -0.9498
H 2.3858 3.7612 1.5361
S -1.7893 0.6976 -1.6189
C -1.3006 1.8676 3.5383
H -4.7289 0.6869 -1.0468
S -0.2382 2.7123 2.3712
C 2.4749 2.9348 0.8500
Ag -0.5819 0.4151 0.9256
C 3.2438 3.0003 -0.2876
H -1.1000 0.1464 6.4289
H -2.9269 1.8536 0.1346
C -0.7244 1.2424 4.6304
N 1.7850 0.7105 0.2669
H 2.6380 -0.1364 -1.3837
H -3.6248 0.6449 7.4666
H -3.0914 2.4229 2.5473
H -3.2897 -0.7373 -2.8023
H -3.7780 2.2050 -3.5069
H 0.3498 1.2424 4.7114
H -5.0433 2.3969 -1.3792
C -2.9250 0.6945 5.4588
H 3.9130 1.9036 -2.0254
H -3.5017 -0.9361 6.7112
C -4.3368 1.5821 -1.5296
O -1.0014 2.8364 1.1239
C -4.0832 1.2879 -3.0003
C 3.3255 1.8868 -1.1223
N 0.8961 1.6029 2.1602
C 1.7289 1.7692 1.0994
C -3.7790 0.1007 6.5362
O 0.1801 3.9574 2.9518
C -3.4893 1.3150 4.3522
H 3.7966 3.8966 -0.5315
C -2.9527 0.2737 -3.0168
C 2.5941 0.7660 -0.7862
H -2.3897 0.2786 -3.9450
H -2.6150 2.8964 -1.2547
H -4.8337 0.1455 6.2797
```

## Properties
max |F|	1.8	eV/Å
HOMO-LUMO gap	8.25	eV
ΔE to the lowest compared entry with this formula, charge and spin	13.0	kcal/mol
HOMO	-7.845	eV
electronic energy	-51691.3063	eV
LUMO level	0.402	eV



No. 3
C33H26As2Cl4IO2Pt as an isolated structure at a distorted geometry. Source: the Open Molecules 2025 dataset; level of theory: ωB97M-V with the def2-TZVPD basis set.

```
69
Properties=species:S:1:pos:R:3
H 4.8989 -5.8188 -3.5173
H 0.7419 -4.5874 5.2162
C 0.0898 0.6227 -2.3638
C 0.1171 -3.0473 3.8680
C 3.6589 -2.3418 1.4744
H 5.1652 -2.6324 2.9687
H -5.8063 -1.0917 2.0389
C -4.9269 -1.1397 2.6682
As 1.6227 -1.9104 -0.6730
C 1.7629 2.2657 -3.9561
H 2.4755 -4.8934 -0.1236
O 0.6206 2.0234 -0.4981
H 2.6082 0.6599 0.3107
C 4.1249 0.3676 1.8017
C 0.3505 -1.7594 3.3888
I -3.5316 2.2753 0.4828
C -2.6639 -1.2177 4.2647
As -0.7885 -0.9866 2.0013
H -4.0191 -1.3281 5.9205
H 5.5855 -0.2095 3.2612
H 0.2719 -3.9961 -0.2843
H 3.4913 -3.4063 1.3531
Cl 2.8051 3.2596 -4.9176
Cl -0.4755 -1.0372 -4.3873
H -1.7865 -1.2494 4.8999
H 1.6134 -0.0301 3.5230
H -1.5123 -2.2668 -0.0028
C 0.3096 0.3524 -3.7148
H 4.5058 -3.5464 -4.4165
C 0.4538 -3.1392 0.3701
H 2.6112 -3.2562 6.1442
C 0.9294 -3.5851 4.8515
C 3.1782 -0.0661 0.8798
C 1.1382 1.1613 -4.5043
C 2.2109 -1.5560 4.9034
H 1.0265 -3.5002 1.2300
C 2.9249 -4.5836 -1.0598
H -3.5862 -0.9763 1.0139
Cl 1.3687 0.7691 -6.1755
C 3.2775 -2.9423 -2.7685
C 2.9404 -1.4276 0.7102
C 1.9767 -2.8353 5.3741
C 4.6095 -1.9092 2.3836
H -1.1982 3.1511 1.5599
H 3.0989 -1.9523 -3.1753
H -1.8837 1.8282 2.5646
C 1.5684 2.5684 -2.6007
H 3.8712 -6.4829 -1.3676
C 4.8432 -0.5501 2.5497
Pt -0.9803 0.8771 0.1916
C 4.0688 -3.8418 -3.4709
C 1.4030 -1.0210 3.9069
C -1.6136 2.1437 1.5566
H 3.0347 -0.9731 5.2934
C -0.8969 -2.5906 0.8390
C 4.2861 -5.1148 -2.9680
H -6.0425 -1.2663 4.4978
H -1.4331 -3.3781 1.3764
O -0.6873 -0.1300 -1.6202
C 3.7091 -5.4868 -1.7621
H -0.7096 -3.6305 3.4799
C 0.7531 1.7870 -1.7995
Cl 2.3640 3.9270 -1.8740
C -3.6679 -1.0821 2.0906
C -2.5262 -1.1334 2.8824
C 2.7058 -3.2986 -1.5504
H 4.2952 1.4305 1.9230
C -3.9248 -1.2648 4.8433
C -5.0594 -1.2315 4.0462
```

## Properties
max |F|	1.4	eV/Å
charge	-1
HOMO-LUMO gap	6.24	eV
ΔE to the lowest compared entry with this formula, charge and spin	42.6	kcal/mol
HOMO	-3.955	eV
electronic energy	-221853.4346	eV
LUMO level	2.289	eV



No. 4
A 2-piece molecular cluster, C5H5NO2 overall at a distorted geometry. Source: the Open Molecules 2025 dataset; level of theory: ωB97M-V with the def2-TZVPD basis set.

```
13
Properties=species:S:1:pos:R:3
C 0.3866 0.1281 -0.7042
C 0.3600 1.3193 1.2117
H 0.3122 -2.5832 -0.7460
C -0.8298 -1.6977 -0.1146
H -1.2562 -0.0923 2.0923
O -2.0662 -1.9359 0.3806
H 1.6149 2.1079 -0.6642
C -0.6373 0.2980 1.3389
N -0.5200 -0.3871 0.1250
O 0.4510 -0.5443 -1.8588
H 0.3618 2.0482 1.8766
C 0.7629 1.4872 -0.2685
H 1.0602 -0.1482 -2.6687
```

## Properties
max |F|	8.1	eV/Å
HOMO-LUMO gap	8.31	eV
ΔE to the lowest compared entry with this formula, charge and spin	136.6	kcal/mol
HOMO	-8.231	eV
electronic energy	-10845.3916	eV
LUMO level	0.076	eV



No. 5
A 2-piece molecular cluster, C3H6NO2 overall at a distorted geometry. Source: the Open Molecules 2025 dataset; level of theory: ωB97M-V with the def2-TZVPD basis set.

```
12
Properties=species:S:1:pos:R:3
H 0.9337 -1.9722 -1.1017
H 1.0253 1.0722 -1.2450
N 0.5898 -2.0483 -0.0481
C -0.2955 0.2529 0.4374
H 0.9519 2.7481 -0.9250
C -0.0356 -2.5906 0.7687
O -0.9764 -0.1613 1.4474
O -0.4244 1.5308 0.1149
H -0.3212 1.9042 -1.9005
C 0.3471 1.8803 -1.0897
H -0.4611 -3.1072 1.5566
H -1.3336 0.4912 1.9851
```

## Properties
max |F|	4.7	eV/Å
charge	+1
HOMO-LUMO gap (alpha / beta)	8.13 / 8.13	eV
ΔE to the lowest compared entry with this formula, charge and spin	102.4	kcal/mol
HOMO (alpha / beta)	-13.253 / -13.253	eV
electronic energy	-8781.5397	eV
LUMO level (alpha / beta)	-5.126 / -5.126	eV



No. 6
A 2-piece molecular cluster, C2H4O2S overall at a distorted geometry. Source: the Open Molecules 2025 dataset; level of theory: ωB97M-V with the def2-TZVPD basis set.

```
9
Properties=species:S:1:pos:R:3
S -1.0302 -1.9480 -0.6535
C 0.2875 -1.2591 -0.0189
C -0.6255 1.0895 -0.5337
H 1.1882 -1.2667 -0.5632
H 0.3888 -1.2646 1.0067
H -0.5811 1.5402 0.4698
O -1.6358 1.0510 -1.2069
H 0.3451 0.7082 -0.9201
O -1.6827 -2.5264 0.5245
```

## Properties
max |F|	2.7	eV/Å
HOMO-LUMO gap (alpha / beta)	8.53 / 8.52	eV
ΔE to the lowest compared entry with this formula, charge and spin	84.1	kcal/mol
HOMO (alpha / beta)	-9.479 / -9.479	eV
electronic energy	-17065.6246	eV
LUMO level (alpha / beta)	-0.953 / -0.954	eV



No. 7
C38H62AlBr3ClN3NaO13P as an isolated structure at a distorted geometry. Source: the Open Molecules 2025 dataset; level of theory: ωB97M-V with the def2-TZVPD basis set.

```
123
Properties=species:S:1:pos:R:3
Br -8.6226 8.2022 5.8548
C 6.2496 -6.1896 5.5714
C 6.2109 -5.9598 4.1967
C 3.0484 7.6623 0.9353
C -0.2020 -2.9655 -1.5015
O 2.2253 -4.7233 -0.7792
H -0.0572 -0.4970 -1.9763
H 1.4799 -6.2174 -6.9589
O 2.5554 6.9774 1.8175
H -0.3941 4.9758 -2.0418
C -7.0424 2.8717 -1.3974
H 0.4487 -2.8156 -5.4160
H 2.1095 4.8778 0.0987
H 0.9740 3.4109 0.7613
C -5.6693 1.6489 -3.2919
O -6.9299 3.5803 2.7008
C 10.8368 -4.2866 5.7531
H -3.6937 4.1834 -5.1055
H -4.7766 1.1569 -0.4921
H -1.2931 -0.9177 -3.3356
C 1.1304 4.2248 -0.0922
C 5.0480 -6.2492 3.4726
H 9.7550 -4.9777 7.4819
H 2.2175 -2.8775 -5.4294
H -4.0003 -0.2906 -2.7705
C 8.5874 -5.0504 4.2808
C -1.1838 -0.8249 -2.1517
H -8.4565 6.2611 2.5425
C -2.1986 0.3450 -1.5258
C 3.9801 -7.0317 5.4945
O -1.4474 -2.1690 -1.6135
H 0.2275 4.9874 0.0475
N 3.9435 7.1800 0.0544
N 2.7408 8.9609 0.7650
H -1.5280 1.2531 -1.2178
Cl -3.9954 -1.6150 -0.4247
H -6.2978 5.6802 4.8765
H -5.5346 0.7548 -4.0406
H -5.9300 2.6015 -3.9472
C -7.0746 4.9438 4.6556
H -1.6620 5.0551 -3.8140
O 1.9968 -4.5361 1.7140
O 2.3762 -4.4519 -7.6540
H 11.6838 -3.6893 3.8627
C -7.4686 5.8695 2.2873
H 0.3112 -4.1976 -7.4813
O 1.2183 -4.6458 -4.9468
Br -7.9344 8.2924 9.0016
H -0.8822 1.9776 -3.3698
Na 1.2435 11.0117 2.1850
N -4.5410 2.0949 -0.9227
C -3.7162 3.3919 -2.9441
H 0.7162 -2.3326 -1.0881
C -5.6366 3.0810 -0.5802
C -0.2297 3.7956 -1.9713
P 2.1434 -5.5141 0.5368
H 5.1395 -9.2354 7.1607
C 5.1355 -6.7378 6.2201
C 1.3099 -3.4310 -5.6974
C -0.5245 3.1132 -3.4333
C -3.0820 3.3911 -4.4546
C 1.2468 -3.6974 -7.2054
C 9.7343 -4.8481 6.4009
H 1.5501 -6.0084 -8.7316
C 8.6088 -5.2360 5.6623
H 3.0280 -6.9962 3.5606
H 5.0056 -6.0594 2.4013
H -1.0922 4.2719 -5.4316
H -6.7276 0.5899 -1.4401
H 3.2474 -5.0393 -5.3213
H -7.9428 1.2090 -2.8420
C 7.4534 -5.8418 6.3537
H 11.7076 -3.9813 6.3292
H 9.6943 -4.3626 2.5509
H 2.8243 -4.5703 -3.6509
H -8.0449 5.2942 5.0162
H 4.3604 7.7284 -0.6787
C 9.7002 -4.5003 3.6309
H -2.7804 -0.1616 -0.6426
H -3.1619 2.3772 -5.0327
C 3.9328 -6.7789 4.1238
H -10.0954 7.8439 7.8372
C 10.8223 -4.1199 4.3685
H 2.3910 -6.1809 -4.2683
H -0.3579 -3.8337 -0.6974
C 2.4940 -5.1251 -4.5335
H 3.1363 9.5410 0.0445
H -5.2892 4.2043 -0.7871
H 1.2763 -2.7360 -7.7305
H -3.6743 2.4267 -0.4009
H 5.1632 -6.9326 7.2908
H 2.0707 9.3634 1.4072
H 3.0249 -6.3886 -7.8122
O 3.4253 -6.3441 0.7161
O 7.4896 -6.0466 7.5608
H 0.5081 3.0673 -4.0307
H 4.2026 6.2065 0.1476
C -6.9394 1.4475 -2.2423
H -6.8269 4.0084 5.1686
C 7.3916 -5.4164 3.4963
H 3.1143 -7.4531 6.0005
C -9.0705 7.5240 7.6222
C 2.0799 -5.8387 -7.7897
Br -9.0594 5.5794 7.6755
C -1.5462 4.0011 -4.3623
H -7.9222 2.9004 -0.6257
H -3.0152 3.8392 -2.1117
H -4.6630 4.1182 -2.9824
H -0.9762 3.3957 -1.1315
Al 4.1046 -6.0401 -6.0565
H -2.7076 0.6996 -3.7190
C -7.1388 4.6970 3.1721
C -3.2903 0.6669 -2.7052
H -6.7093 6.6471 2.4027
O 1.1321 3.5966 -1.4518
O 7.3763 -5.2660 2.2801
H 0.1121 -3.5066 -2.4928
O 4.2696 -9.1322 7.5013
H -7.0901 3.7514 -2.2017
C -4.2746 1.9444 -2.4177
O 0.9268 -6.4533 0.4964
H -7.4802 5.5432 1.2419
H -5.7670 3.0278 0.6054
```

## Properties
max |F|	4.1	eV/Å
HOMO-LUMO gap	0.69	eV
HOMO	-4.397	eV
electronic energy	-314429.2225	eV
LUMO level	-3.709	eV



No. 8
C26H27N5O3S2V as an isolated structure. Source: the Open Molecules 2025 dataset; level of theory: ωB97M-V with the def2-TZVPD basis set.

```
64
Properties=species:S:1:pos:R:3
H -1.4236 3.0149 1.3189
H 1.7006 0.6106 4.4063
H 0.1028 3.1787 2.2119
H 3.6838 0.9741 2.2528
C -3.4416 -1.0850 2.2862
H 1.1883 1.7570 0.3935
O -0.7997 1.2949 2.2297
C 4.1129 -0.6351 -4.2356
H 2.5153 -2.0027 -2.4147
V -1.2789 -0.1050 0.5158
H -2.4515 4.7150 -1.5847
S -2.1541 -3.2092 3.6199
C 2.6706 1.0601 -0.9888
C -2.2680 -1.9072 2.4944
N -3.2480 -0.0717 1.4162
H -1.4391 3.0628 3.0923
H 3.5959 -0.4395 3.3329
C 3.5359 0.1327 -5.2356
C 1.5069 0.9535 -0.2578
C -2.5089 -1.7070 -1.8395
C 3.2234 -0.0100 2.3978
H 3.2670 1.9606 -0.9335
H 4.8374 -2.6006 -3.7300
O 1.8123 0.0802 2.4069
C -5.5276 0.5816 1.6595
H 0.4359 -2.0044 -1.0825
C -5.7320 -0.4520 2.5672
H -6.7053 -0.6028 3.0146
H -0.4856 -0.2015 3.5812
C 1.3304 0.9229 3.4203
C -0.8885 2.7214 2.2140
H 0.0151 -4.3126 3.5991
H -1.4918 4.0413 -2.9202
C -0.5397 -3.5118 3.1356
N 3.4074 -1.7855 -6.6618
C 3.0617 -0.0057 -1.7973
S 4.5799 0.1235 -2.6876
C -0.1194 -2.6511 2.1647
C -4.6846 -1.2931 2.8837
N 0.7134 -0.1215 -0.3050
H -4.0660 1.5092 0.3889
C 4.3545 -1.9797 -4.4727
C 2.2556 -1.1382 -1.8209
H 0.8792 -2.6897 1.7512
C 3.9760 -2.5057 -5.7021
H -0.5660 1.4320 4.2759
C -2.2829 3.8337 -2.2014
N -1.5884 1.8067 -0.7378
H 2.7498 0.0739 -7.2342
H 4.1435 -3.5539 -5.9219
C -0.1764 0.8314 3.4508
H 1.6718 1.9563 3.2605
C -1.8950 2.7120 -1.3682
H -3.1981 3.5846 -2.7366
C -1.1103 -1.7071 1.7742
H 3.5009 -0.6589 1.5694
C 3.2016 -0.4934 -6.4286
O -2.9995 -2.3656 -2.6779
C 1.0935 -1.1455 -1.0779
N -1.9934 -1.0285 -1.0000
H -4.8175 -2.1135 3.5753
H -6.3257 1.2521 1.3770
C -4.2715 0.7280 1.1099
H 3.3553 1.1892 -5.0936
```

## Properties
max |F|	0.4	eV/Å
charge	+1
HOMO-LUMO gap (alpha / beta)	7.64 / 8.14	eV
ΔE to the lowest compared entry with this formula, charge and spin	0.0	kcal/mol
HOMO (alpha / beta)	-10.654 / -10.717	eV
multiplicity	3
electronic energy	-88346.6941	eV
LUMO level (alpha / beta)	-3.016 / -2.574	eV